No. 1
Here is a cluster of 4 separate species, C29H50F4N5O9S in total from the OMol25 dataset. Energies are from the ωB97M-V functional and the def2-TZVPD basis.

Computed properties:
total charge: +1

Element x y z (Å)
C (-3.48481, -1.77196, 0.48348)
C (-2.31789, -2.72873, 0.70236)
O (-2.61549, -3.64088, 1.75122)
C (-0.97987, -2.05476, 1.09213)
C (-0.68307, -0.89407, 0.17614)
C (-0.90821, 0.43238, 0.55159)
C (-1.40194, 0.69083, 1.96234)
C (-0.18846, 0.68295, 2.93073)
C (0.98451, 1.53406, 2.42315)
C (1.75483, 2.29907, 3.54083)
S (2.43088, 3.76092, 2.74051)
O (2.67366, 3.46225, 1.35282)
O (3.55545, 4.25618, 3.45915)
O (1.26238, 4.84914, 2.81487)
C (-0.66262, 1.47685, -0.35595)
C (-0.95811, 2.91433, -0.01225)
C (-2.01191, 3.54642, -0.97665)
O (-1.56872, 4.71571, -1.62540)
C (-0.12258, 1.15793, -1.62249)
C (0.27770, 2.22978, -2.62191)
C (1.52718, 3.01499, -2.16099)
C (2.83887, 2.27067, -2.37117)
F (3.20116, 1.64256, -1.23706)
F (2.79234, 1.34592, -3.33830)
F (3.82255, 3.13420, -2.65894)
C (0.08969, -0.16825, -1.92719)
N (0.65814, -0.56699, -3.16649)
C (-0.11243, -0.72851, -4.11546)
O (-0.80591, -1.03722, -4.98320)
N (-0.19169, -1.17109, -1.05576)
C (0.10126, -2.54478, -1.49300)
C (1.60656, -2.84774, -1.32294)
F (2.08665, -2.16482, -0.22761)
H (-4.37439, -2.39138, 0.30873)
H (-3.36854, -1.16568, -0.41699)
H (-3.69906, -1.16482, 1.36246)
H (-2.21877, -3.30588, -0.22484)
H (-3.55459, -3.84373, 1.66901)
H (-0.16046, -2.76342, 0.98245)
H (-1.06882, -1.75595, 2.12658)
H (-2.06688, -0.10650, 2.27819)
H (-1.95254, 1.61921, 2.07133)
H (0.17083, -0.34314, 3.00371)
H (-0.48965, 0.95206, 3.94415)
H (0.62512, 2.29439, 1.73817)
H (1.71628, 0.88248, 1.95200)
H (2.56928, 1.71664, 3.95749)
H (1.05043, 2.66448, 4.28801)
H (0.46365, 4.51879, 2.38101)
H (-0.04607, 3.51154, 0.01747)
H (-1.39633, 2.99238, 0.97648)
H (-2.28345, 2.81494, -1.73836)
H (-2.92777, 3.73359, -0.40838)
H (-0.93250, 5.18316, -1.07684)
H (0.51768, 1.79671, -3.58801)
H (-0.54701, 2.91438, -2.79439)
H (1.48100, 3.23309, -1.09729)
H (1.53605, 3.97923, -2.66641)
H (-0.45032, -3.27504, -0.91995)
H (-0.17549, -2.70393, -2.52962)
H (1.74909, -3.91958, -1.18478)
H (2.15513, -2.54908, -2.21629)
C (2.64868, -1.49474, 5.26474)
O (2.26163, -0.87603, 4.28187)
N (3.93305, -1.72537, 5.55833)
C (4.33491, -2.46741, 6.74017)
C (4.95934, -1.21392, 4.66142)
H (1.94921, -1.91996, 6.00161)
H (4.95962, -1.84223, 7.37936)
H (4.90072, -3.35378, 6.45026)
H (3.45689, -2.77837, 7.30182)
H (4.88627, -0.12868, 4.58837)
H (4.82521, -1.63220, 3.66380)
H (5.94053, -1.48521, 5.04038)
C (6.21362, 0.59377, -7.41570)
O (6.82212, -0.10678, -8.19623)
N (4.93598, 0.37714, -7.03261)
C (4.25069, 1.24126, -6.09422)
C (4.23527, -0.76670, -7.58845)
H (6.66326, 1.48378, -6.94281)
H (3.94161, 0.66871, -5.22148)
H (3.36658, 1.67667, -6.56841)
H (4.90913, 2.04583, -5.77289)
H (4.76242, -1.68806, -7.33780)
H (4.19099, -0.68892, -8.67509)
H (3.22498, -0.80432, -7.18637)
C (-7.22966, -2.96119, 1.13910)
O (-6.36262, -2.68880, 0.31885)
N (-8.33784, -2.23904, 1.34003)
C (-9.33570, -2.61191, 2.32715)
C (-8.54728, -1.04266, 0.53905)
H (-7.16393, -3.84759, 1.78956)
H (-10.29698, -2.78193, 1.84077)
H (-9.44803, -1.81585, 3.06454)
H (-9.03355, -3.52394, 2.83692)
H (-8.57398, -1.30201, -0.51916)
H (-7.72875, -0.33997, 0.69688)
H (-9.48640, -0.57587, 0.82262)



No. 2
Here is a cluster of 10 separate species, C5H29NO10S in total from the OMol25 dataset. Energies are from the ωB97M-V functional and the def2-TZVPD basis.

Computed properties:
relative energy (zero: lowest compared OMol25 entry of this formula, charge and spin): 63.6 kJ/mol

Element x y z (Å)
C (-2.81218, 3.03882, -0.35636)
C (-2.31887, 1.86314, -1.20144)
N (-2.72363, 0.62910, -0.50711)
C (-1.80884, -0.06717, 0.17614)
O (-0.56630, 0.18575, 0.20641)
C (-2.17171, -1.30783, 0.91820)
C (-2.82795, -2.28841, -0.01450)
S (-1.90319, -2.54844, -1.65380)
H (-2.47269, 3.96332, -0.80507)
H (-3.88669, 3.01619, -0.41752)
H (-2.39290, 2.98877, 0.65047)
H (-2.83570, 1.79428, -2.21541)
H (-1.23886, 1.81388, -1.28924)
H (-3.66609, 0.31126, -0.62110)
H (-1.27698, -1.70731, 1.39009)
H (-2.89153, -1.16947, 1.77998)
H (-3.76608, -1.90820, -0.37618)
H (-3.10694, -3.31232, 0.25681)
H (-0.81080, -3.05630, -0.99046)
O (2.43308, 1.67406, 0.04890)
H (2.24293, 1.99664, -0.83228)
H (2.39567, 2.43603, 0.66301)
O (0.83502, -3.04313, 2.02438)
H (1.05515, -2.49801, 1.21625)
H (1.66126, -3.51197, 2.18606)
O (1.80067, -1.04452, -3.58360)
H (1.33986, -0.36584, -2.95407)
H (1.81992, -0.42984, -4.33427)
O (1.98294, -1.58977, 0.07476)
H (2.94214, -1.50756, 0.01839)
H (1.71515, -0.65164, 0.18731)
O (0.51477, -0.33117, 2.65708)
H (0.45812, 0.00718, 1.74144)
H (0.23072, -1.25450, 2.58394)
O (0.67428, 0.88100, -2.12420)
H (0.32815, 0.68430, -1.22106)
H (0.02235, 1.15443, -2.76910)
O (2.97552, -0.28482, 3.40047)
H (2.19843, -0.65436, 2.89930)
H (2.52107, -0.10633, 4.23191)
O (1.36239, 3.97542, -1.31184)
H (0.96664, 3.31199, -0.74263)
H (2.24183, 3.70030, -1.57833)
O (2.86526, 2.16113, 2.32794)
H (3.37869, 2.40461, 3.10602)
H (3.12446, 1.23770, 2.24497)



No. 3
Here is a cluster of 2 separate species, C5H12O in total from the OMol25 dataset. Energies are from the ωB97M-V functional and the def2-TZVPD basis.

Computed properties:
relative energy (zero: lowest compared OMol25 entry of this formula, charge and spin): 172.0 kJ/mol

Element x y z (Å)
C (-2.24699, 0.22202, -0.01734)
C (-0.89716, -0.07069, 0.60636)
C (0.23093, 0.34517, 0.13770)
C (1.41653, 0.08943, 1.03377)
C (0.43322, 1.25508, -1.00886)
H (-2.41798, -0.38929, -0.95231)
H (-3.00892, -0.07307, 0.63189)
H (-2.40515, 1.31476, -0.22212)
H (-0.87054, -0.64228, 1.55075)
H (2.26122, 0.72416, 0.87406)
H (2.09434, -0.78317, 0.92199)
H (1.17620, 0.19099, 2.17632)
H (-0.22116, 1.28718, -1.90577)
H (1.41060, 1.15050, -1.52881)
H (0.53077, 2.36710, -0.71903)
O (0.97965, -2.67176, -0.69646)
H (0.50728, -2.53141, 0.22820)
H (1.02716, -1.78473, -1.11033)



No. 4
Here is a cluster of 4 separate species, C4H14O4 in total from the OMol25 dataset. Energies are from the ωB97M-V functional and the def2-TZVPD basis.

Computed properties:
relative energy (zero: lowest compared OMol25 entry of this formula, charge and spin): 101.6 kJ/mol

Element x y z (Å)
C (-0.18765, -1.30897, -0.50868)
C (1.08694, -1.09621, 0.30280)
C (2.31833, -1.52976, -0.51069)
C (1.01779, -1.84523, 1.61833)
O (0.24972, -1.54536, 2.48993)
H (-0.21514, -1.13354, -1.57652)
H (-0.96647, -0.66674, -0.04514)
H (-0.80273, -2.17739, -0.22372)
H (1.17612, -0.03508, 0.52867)
H (2.09229, -1.84869, -1.52622)
H (2.95104, -2.26550, -0.02735)
H (3.03382, -0.72669, -0.67768)
H (1.60594, -2.77452, 1.69390)
O (-1.32952, 2.59134, -1.85591)
H (-0.85889, 3.41786, -1.73821)
H (-0.65028, 1.92407, -1.99811)
O (-3.20266, 1.03957, 0.50914)
H (-3.28775, 1.04237, -0.44584)
H (-2.92183, 1.88879, 0.85174)
O (-0.23524, 2.70575, 1.22529)
H (-0.88042, 2.05307, 1.52177)
H (0.00659, 2.29087, 0.39250)



Ordered HOMO level results: -10.7; -9.4; -9.3; -9.9; unit eV.
Ordered max |F| results: 2.05; 2.55; 3.46; 3.42; unit eV Å⁻¹.